1.
A 11-piece molecular cluster, C40H75N2O30P3 overall at a distorted geometry, computed with ωB97M-V/def2-TZVPD.

The geometry in XYZ format:
```
150
Properties=species:S:1:pos:R:3:forces:R:3
P 23.8287 3.5386 -10.3641 -0.664 -0.182 0.734
P 18.2579 10.7697 -3.2128 0.805 -0.878 0.729
P 30.3925 9.9011 -1.8095 0.277 0.062 -0.382
O 27.3217 10.3381 -7.7066 0.335 0.401 0.226
O 31.6665 10.8014 -2.2014 -1.111 0.011 0.515
O 26.2393 4.9524 -1.0319 -0.311 -1.028 -0.138
O 23.3513 9.6543 2.4254 -0.138 -0.355 0.516
O 22.9811 4.6054 -4.9611 0.226 -0.095 -0.099
O 23.8738 4.4116 -11.7094 0.608 -0.614 0.662
O 21.0801 5.4480 -5.8219 0.422 0.310 -0.074
O 29.2656 10.5127 -2.7665 0.483 -0.500 0.736
O 24.0842 4.5935 -9.1914 -0.106 -0.712 -0.753
O 17.5137 9.4735 -2.6353 0.439 0.640 -0.581
O 23.8919 7.8557 -2.1358 -0.337 -0.207 0.073
O 17.9655 10.9050 -4.6255 -0.584 0.677 -0.498
O 24.7360 10.7720 1.1436 0.309 0.503 -0.482
O 19.8224 10.5339 -2.9377 -1.221 0.096 0.731
O 21.4411 5.4485 -3.6106 -0.119 0.378 0.295
O 28.2457 8.3542 -7.1460 0.443 0.434 -0.156
O 26.5727 4.7381 -7.1569 -1.124 -0.050 -0.301
O 22.6502 2.6784 -10.1460 0.177 0.627 -0.575
O 17.9353 11.9338 -2.1582 0.419 -0.255 -0.865
O 23.7353 7.9167 -4.3803 -1.092 0.276 -0.244
O 30.6104 8.4608 -1.9475 -0.111 0.008 0.184
O 28.5340 4.9985 -6.1985 0.036 -0.737 0.526
O 24.6389 5.8927 0.1908 -0.337 0.101 0.573
O 25.1828 2.7235 -10.3851 -0.176 0.454 0.135
O 23.7998 11.8105 2.9007 0.160 -0.261 -0.001
O 26.6177 6.9478 -0.1708 -0.141 0.023 0.736
O 29.9715 10.3243 -0.3252 -0.219 0.167 -1.019
O 26.2754 8.4420 -8.1741 -0.017 0.331 -0.027
O 25.6795 7.4987 -3.4508 -0.091 0.271 0.605
O 26.7535 4.3099 -4.9687 0.223 0.376 0.067
N 21.0377 11.0104 -6.7318 0.166 0.184 -0.005
N 25.6974 10.8971 -3.2629 -0.169 -0.142 -0.120
C 25.2790 1.4723 -11.0974 0.698 0.472 -0.696
C 17.2325 14.2605 -2.0915 0.707 -0.423 -1.265
C 26.9594 11.9996 -1.2782 -0.167 0.284 0.308
C 33.6231 9.5063 -2.8753 0.411 0.618 0.724
C 22.2721 4.6931 -2.7160 0.579 -0.226 -1.128
C 22.6525 6.4333 -8.5823 0.139 -0.020 -0.242
C 24.6283 7.6880 -5.4673 0.353 -0.672 -0.022
C 27.5661 5.2352 -1.3885 1.254 0.777 -0.329
C 16.8430 12.8199 -2.3426 -1.958 0.236 0.449
C 32.9941 10.4585 -1.8332 1.041 -1.005 -0.817
C 30.1609 10.7346 -5.0112 1.136 -0.308 0.205
C 17.5213 9.1535 -1.2629 -0.197 -0.645 1.313
C 24.7076 9.4473 0.5385 -0.173 0.718 1.147
C 20.8940 9.9601 -6.2937 -0.040 -0.345 -0.047
C 28.7763 5.2666 -7.5701 -0.653 1.170 -1.006
C 24.3675 7.7640 -3.2208 0.801 0.169 0.253
C 26.0757 10.7511 -8.2501 -0.877 0.822 -0.478
C 23.9538 10.8354 2.2291 -0.091 0.291 -0.059
C 22.8267 5.2738 -12.1523 -0.719 -0.760 -0.512
C 30.2055 11.6582 0.1199 1.080 0.782 2.150
C 25.7331 5.9126 -0.2626 0.546 0.841 -0.689
C 31.2625 11.6158 1.2500 -0.039 -0.182 -0.482
C 23.0002 4.9706 -8.3282 -0.066 1.373 0.892
C 27.3969 9.0175 -7.6591 -1.001 -1.067 0.514
C 17.3727 7.6482 -1.0376 0.582 0.322 0.263
C 23.4806 8.8723 1.2494 -0.630 -0.554 -1.402
C 20.7325 8.5956 -5.7952 -0.288 -0.044 -0.423
C 27.2427 4.6641 -5.9990 0.228 -0.379 -0.638
C 21.7894 5.2094 -4.8901 -0.797 -0.255 0.429
C 23.4357 4.2790 -3.6509 -0.444 -0.256 1.056
C 26.2233 11.3736 -2.3619 0.224 -0.232 0.029
C 22.0295 11.0864 -2.3476 -0.221 0.039 0.849
C 25.3878 9.4506 -8.6875 0.637 0.023 -0.424
C 27.3532 5.2639 -8.2216 1.460 0.556 0.617
C 22.7402 5.1078 -13.6504 0.078 0.423 -0.722
C 29.1670 10.0130 -4.1232 -0.319 1.247 -1.142
C 20.7469 11.6324 -2.9355 0.855 0.269 -0.782
C 25.9659 7.8759 -4.7792 0.659 -0.292 -1.180
C 27.7454 6.7053 -0.9978 0.376 -0.505 -1.311
C 25.8629 1.7729 -12.4882 -0.711 -1.099 0.081
H 27.2806 4.6960 -9.1449 -0.202 -0.466 0.312
H 33.0966 9.8800 -0.9101 -0.589 0.435 0.302
H 24.3262 0.9479 -11.1440 -0.162 0.254 0.037
H 23.0580 6.3119 -11.9102 0.050 -0.095 0.220
H 30.0498 10.5153 -6.0729 -0.352 -0.154 0.085
H 21.8691 4.9719 -11.7172 0.148 0.127 0.294
H 32.1924 11.2002 0.8626 0.119 0.077 0.218
H 22.8046 11.8392 -2.2006 -0.020 0.091 -0.441
H 21.7025 8.1248 -5.6664 -0.012 0.125 0.412
H 27.7311 5.1068 -2.4565 -0.261 -0.304 0.011
H 20.1243 8.5969 -4.8936 0.263 -0.036 0.169
H 26.3347 0.8527 -12.8440 0.264 0.191 -0.059
H 33.2999 8.5058 -2.6007 0.024 -0.145 -0.484
H 16.4242 7.2383 -1.3772 0.012 0.144 -0.231
H 30.5366 12.3246 -0.6717 -0.135 -0.104 -0.202
H 22.0973 4.3690 -8.3916 0.282 -0.404 -0.385
H 18.2096 7.0971 -1.4668 -0.116 -0.020 -0.191
H 24.4287 8.3666 -6.2900 -0.116 0.166 0.202
H 25.4637 11.3295 -7.5548 0.342 -0.362 0.551
H 25.9623 0.8445 -10.5293 0.054 0.179 0.158
H 26.2674 11.4651 -9.0518 0.134 -0.377 -0.251
H 23.6971 5.4113 -14.0812 -0.123 0.091 -0.154
H 30.9107 11.0087 2.0844 -0.053 -0.254 -0.204
H 17.4256 7.4928 0.0431 -0.063 -0.044 0.001
H 26.3183 8.9073 -4.8576 -0.069 -0.003 0.397
H 26.4388 12.9176 -1.0036 0.185 0.086 -0.016
H 31.4336 12.6006 1.6876 0.069 0.129 -0.348
H 22.5784 9.0212 0.6439 0.114 0.310 -0.068
H 23.4716 7.7972 1.4119 0.578 0.119 0.563
H 31.1686 10.4127 -4.7358 0.054 0.125 -0.112
H 28.3027 4.6561 -0.8297 -0.439 -0.507 0.039
H 22.4166 10.2210 -2.8804 0.024 0.090 -0.153
H 22.6589 5.2542 -1.8696 -0.495 0.283 0.019
H 29.3726 12.1063 0.6670 -0.746 -0.448 -0.830
H 20.4248 12.5185 -2.3844 -0.462 -0.381 0.326
H 21.7041 3.8094 -2.4338 -0.035 0.126 0.374
H 18.4295 9.5246 -0.7775 0.089 -0.148 -0.175
H 20.2136 7.9801 -6.5308 -0.117 0.181 -0.066
H 23.3612 4.9096 -7.3046 0.194 -0.357 -0.074
H 24.5968 9.5969 -0.5294 0.028 -0.363 -0.034
H 23.5500 7.0570 -8.5974 0.138 -0.156 -0.001
H 27.0096 11.3871 -0.3791 -0.148 -0.230 -0.158
H 24.5007 6.6543 -5.8053 -0.047 0.075 -0.062
H 25.6553 8.9989 0.8278 -0.137 -0.395 -0.308
H 16.3588 14.8889 -1.9398 0.033 -0.090 0.655
H 25.3728 9.3482 -9.7725 -0.158 -0.012 0.034
H 24.3564 4.8053 -3.4124 0.150 -0.155 -0.241
H 25.0682 1.9711 -13.2082 0.004 0.330 0.080
H 26.5635 2.6005 -12.4677 0.117 -0.046 0.081
H 16.0631 12.5348 -1.6234 0.269 -0.086 0.150
H 33.5507 11.3887 -1.7241 -0.145 0.039 -0.095
H 30.1288 11.8150 -4.8729 -0.212 -0.008 0.066
H 28.1977 10.3583 -4.4865 -0.299 -0.470 0.464
H 34.7071 9.5923 -2.7500 -0.019 -0.277 0.036
H 29.1688 6.2801 -7.5660 0.251 -0.125 -0.385
H 28.7420 6.8272 -0.5766 -0.411 0.425 0.770
H 20.8622 11.9762 -3.9673 0.111 -0.195 -0.062
H 29.4424 4.5918 -8.1053 0.164 -0.377 0.719
H 22.5331 4.1071 -14.0294 0.063 -0.234 0.587
H 26.7342 7.2069 -5.1655 -0.014 0.076 0.005
H 29.2627 8.9332 -4.1968 -0.030 -0.045 0.338
H 21.9367 5.7204 -14.0706 0.197 0.235 0.131
H 16.3279 12.7112 -3.3019 0.576 -0.184 -0.224
H 16.6917 9.6182 -0.7154 -0.041 0.330 -0.472
H 27.7149 7.3349 -1.8883 -0.304 0.208 0.205
H 18.0062 14.2433 -1.3254 -0.346 0.560 0.317
H 24.3886 9.3030 -8.2872 0.033 0.062 0.083
H 27.0924 6.2940 -8.4455 -0.477 -0.070 0.162
H 22.0158 6.8119 -7.7848 -0.202 -0.124 -0.080
H 33.4280 9.7454 -3.9178 -0.352 0.070 0.065
H 27.9741 12.1896 -1.6162 -0.045 0.169 -0.034
H 23.5150 3.2003 -3.5381 0.657 0.024 -0.438
H 17.6707 14.6577 -3.0134 0.294 -0.017 0.160
H 21.7772 10.7689 -1.3301 0.081 -0.226 -0.041
H 22.1613 6.5536 -9.5498 -0.127 0.088 0.077
```
Forces are in eV/Å.

SMILES	CCOP(=O)(OCC)OCC.CCOP(=O)(OCC)OCC.CCOP(=O)(OCC)OCC.O=C1OCCO1.O=C1OCCO1.O=C1OCCO1.O=C1OCCO1.O=C1OCCO1.O=C1OCCO1.CC#N.CC#N
HOMO-LUMO gap	10.4608	eV


2.
A 2-piece molecular cluster, C8H11ClNPS overall at a distorted geometry, computed with ωB97M-V/def2-TZVPD.

The geometry in XYZ format:
```
23
Properties=species:S:1:pos:R:3:forces:R:3
Cl 1.1155 4.2099 0.7766 0.286 0.805 -0.523
S 3.1734 1.3402 0.6739 0.314 -0.105 -0.836
P 0.3373 2.4146 1.1433 -0.744 -0.427 1.248
N -0.2991 1.9555 -0.3490 0.344 0.347 -0.292
C -1.2283 0.1333 -1.7025 0.688 1.825 -1.189
C 1.8565 -0.8961 1.3688 0.206 2.639 0.458
C 2.5486 -0.2958 0.1419 2.109 0.705 0.558
C -0.9469 0.7254 -0.4761 -0.239 0.346 -0.242
C -2.2647 -1.7233 -0.6912 -0.776 -1.040 0.889
C -2.1093 -1.0600 0.5810 -0.682 -0.969 -0.786
C -1.7828 -1.1139 -1.8303 0.061 0.299 -0.737
C -1.4023 0.1511 0.6942 -0.746 -1.395 -0.029
H 0.1450 2.3753 -1.1436 -0.073 -0.025 -0.586
H -1.1155 0.7579 -2.6186 0.463 -0.640 0.698
H -2.6537 -1.5391 1.4191 0.762 0.530 -0.345
H -1.1998 0.7229 1.6051 -0.612 -0.748 0.042
H 1.9411 -0.2953 -0.7987 0.553 0.050 0.887
H -1.8223 -1.4732 -2.8806 -0.453 -0.217 1.094
H 3.6232 -0.7217 -0.0529 -2.061 0.042 0.102
H 2.4292 -0.8048 2.3189 -0.033 -0.406 -0.957
H 0.9330 -0.3227 1.5671 0.390 -0.282 -0.189
H 1.5686 -1.8372 1.1047 -0.783 -2.958 -0.114
H -2.8469 -2.7033 -0.8513 1.026 1.624 0.847
```
Forces are in eV/Å.

⟨S²⟩	2.01
HOMO-LUMO gap (alpha / beta)	7.5560 / 6.5024	eV
2S+1	3


3.
A 2-piece molecular cluster, C11H14N2O overall at a distorted geometry, computed with ωB97M-V/def2-TZVPD.

The geometry in XYZ format:
```
28
Properties=species:S:1:pos:R:3:forces:R:3
O -1.7610 0.6708 -2.3134 1.205 0.064 -0.007
N 0.2468 0.9001 -0.2117 0.719 -0.140 -0.231
N -0.6634 -1.0308 -3.5559 -0.620 0.949 0.876
C 1.1887 0.0872 1.6828 0.531 0.113 -0.705
C -1.7102 -0.2691 -3.0915 -1.089 -1.619 -1.114
C 0.0170 -0.9557 3.4221 1.272 -1.296 0.401
C 1.5668 1.2506 -0.1899 0.554 0.247 0.080
C -0.0205 0.1402 0.9059 0.598 -0.404 0.544
C -2.9804 -0.6909 -3.8193 0.101 2.262 -2.733
C -1.1426 -0.9853 2.6280 -0.827 -0.951 0.301
C 3.4944 1.2727 1.4888 0.859 -0.052 0.130
C 1.2617 -0.5547 2.9333 -2.066 1.404 -0.522
C -1.1991 -0.4972 1.3318 1.432 1.409 0.133
C 2.1942 0.8082 0.9329 -0.590 0.242 0.221
H 3.2752 1.8657 2.4134 0.512 -0.464 -0.600
H -0.2239 0.9787 -1.1050 -1.050 -0.389 0.234
H -2.7778 -0.4333 -4.9766 -0.361 -0.434 2.271
H 2.1167 -0.4734 3.5837 0.289 -0.268 -0.091
H 4.1741 0.4198 1.7263 -0.479 0.543 0.160
H -2.0301 -0.3412 0.6705 -0.691 -0.640 0.194
H 4.0779 1.9048 0.7798 -0.604 -0.281 0.420
H -3.7984 -0.0210 -3.5199 0.094 -0.468 0.109
H -0.9327 -1.9574 -3.8895 0.339 0.151 -0.119
H -3.2540 -1.7204 -3.8645 -0.011 -0.783 0.469
H 0.2518 -0.9109 -3.1659 0.428 -0.105 0.238
H 0.0740 -1.4630 4.4033 -0.663 0.393 -0.499
H -1.9973 -1.5374 3.0479 0.230 0.534 -0.225
H 1.9850 1.8436 -0.9929 -0.115 -0.018 0.065
```
Forces are in eV/Å.

⟨S²⟩	0.75
energy relative to the best compared isomer or geometry (same formula, charge and spin)	70.8	kJ/mol
HOMO-LUMO gap (alpha / beta)	2.4222 / 8.1686	eV
net charge	-1
2S+1	2